This record from OMol25 describes a structure of composition C24H55Br16InO4PSSi at a distorted geometry. The level of theory is ωB97M-V/def2-TZVPD.

Structure (XYZ):
```
103
Properties=species:S:1:pos:R:3
C 4.00394 3.18076 0.81377
C 3.45695 1.71777 0.42957
O 2.18545 1.43420 1.06913
In 1.53389 -0.43042 0.27337
C 3.21773 -1.18362 -1.02692
C 3.17153 -2.80596 -1.34276
C 4.52388 -3.46707 -0.59252
O 3.43148 -2.98919 -2.82445
Si -0.62400 0.12063 -1.05443
C -0.72251 -1.17371 -2.47250
C -2.18566 0.06512 0.11011
C -0.54801 1.93622 -1.71252
P 0.88003 -1.97277 2.18392
O 1.85010 -1.75649 3.60349
O -0.77041 -1.50633 2.65214
S 0.79767 -3.86493 1.72818
H 3.14936 3.87383 1.16307
H 4.52303 3.64672 -0.09895
H 4.80385 3.08486 1.61881
H 3.39422 1.67615 -0.71266
H 4.22106 0.95578 0.82617
H 3.11392 -0.64334 -2.02980
H 4.18590 -0.93776 -0.49569
H 2.20689 -3.31078 -1.03269
H 5.43605 -2.77740 -0.89399
H 4.72502 -4.53684 -0.91507
H 4.33665 -3.34494 0.52927
H 4.07674 -3.71483 -2.96338
H -0.77635 -2.20248 -1.98795
H 0.23838 -1.05236 -3.08304
H -1.62735 -0.91904 -3.11349
H -1.90972 0.35701 1.16939
H -2.95571 0.76362 -0.36412
H -2.57905 -1.01157 0.05790
H -1.33013 2.58360 -1.18653
H 0.46371 2.42919 -1.53512
H -0.78630 1.94077 -2.83381
H 1.58992 -2.49490 4.20169
H -1.31495 -1.88420 1.90949
Br -2.48810 -0.75489 7.08801
C -2.11187 -2.65347 6.83612
C -0.74038 -2.86433 6.24532
Br -0.72687 -2.45809 4.31396
H -2.91462 -3.05664 6.21826
H -2.17513 -3.08940 7.83459
H -0.44778 -3.91588 6.32370
H 0.02852 -2.24280 6.70731
Br 3.64400 6.11925 2.39268
C 2.58769 7.49578 1.50490
C 1.32875 6.91958 0.90650
Br 1.70581 5.95581 -0.74507
H 3.23671 7.96954 0.76941
H 2.34616 8.21670 2.28725
H 0.64074 7.71592 0.61941
H 0.81603 6.22386 1.57003
Br -0.11189 1.42930 5.05332
C -0.19922 2.56226 6.63507
C -1.43668 3.42444 6.62505
Br -1.24572 4.92747 5.39667
H 0.72603 3.13676 6.66606
H -0.22091 1.87037 7.47876
H -1.59827 3.87795 7.60405
H -2.33450 2.88406 6.32761
Br 1.05111 -5.87444 -5.56189
C 1.78393 -4.06759 -5.59936
C 2.97464 -3.97861 -6.52086
Br 4.56460 -4.75028 -5.69948
H 2.01532 -3.79659 -4.56923
H 0.96973 -3.43863 -5.96164
H 3.23282 -2.93656 -6.71429
H 2.82581 -4.49349 -7.46924
Br -3.31446 -3.98654 -3.07577
C -4.95268 -3.01123 -3.47849
C -4.70368 -1.91010 -4.47802
Br -3.83798 -0.37499 -3.64287
H -5.34876 -2.65017 -2.52999
H -5.63309 -3.75743 -3.89130
H -5.64683 -1.52556 -4.86864
H -4.07053 -2.21768 -5.30922
Br -3.80732 5.90009 8.70108
C -5.38412 4.80579 8.36055
C -5.50219 3.68735 9.36535
Br -4.25133 2.24631 8.97055
H -5.31078 4.45449 7.33192
H -6.22874 5.49066 8.44658
H -6.49002 3.22756 9.31412
H -5.30730 4.00562 10.38866
Br -5.42098 -0.17391 -7.92458
C -6.43063 -1.36822 -9.08686
C -7.10576 -2.45979 -8.29490
Br -5.83423 -3.83650 -7.75786
H -5.73535 -1.74568 -9.83557
H -7.17139 -0.73244 -9.57349
H -7.84399 -2.97867 -8.90767
H -7.58433 -2.09819 -7.38567
Br 7.21377 -1.38760 -5.23171
C 6.87453 -0.15314 -3.76100
C 6.73732 -0.89297 -2.45500
Br 4.98071 -1.76982 -2.32493
H 5.98644 0.42005 -4.02554
H 7.73872 0.51350 -3.74287
H 6.77804 -0.19612 -1.61232
H 7.49325 -1.66733 -2.31455
```

The total charge is -1. The HOMO energy is -4.3 eV. As for the total energy: -1187818.8937 eV. As for the molar mass: 1892.1 Da.

Here are the Löwdin charges for atoms 1 to 4, given in e:
1. C -0.1640
2. C -0.4187
3. O -0.4219
4. In 0.5679